[1]
# C41H44N8O5S4Ti

C41H44N8O5S4Ti as an isolated structure in a non-equilibrium geometry (ωB97M-V with the def2-TZVPD basis set, the Open Molecules 2025 dataset).

```
! wB97M-V def2-TZVPD RIJCOSX def2/J DEFGRID3
* xyz 1 2
Ti 10.72663 15.11189 10.53837
C 11.72694 16.89819 6.83432
C 12.62806 15.68881 6.41852
S 12.40545 14.11503 7.30792
C 11.11310 13.37288 6.17097
C 9.91046 12.72390 6.94234
S 9.31379 13.46128 8.41969
C 8.33797 14.89436 7.79748
C 9.16277 15.91075 6.97365
S 10.40373 16.54991 8.06695
H 11.16283 17.30098 5.98886
H 12.34642 17.68719 7.20453
H 13.67336 15.96381 6.54351
H 12.49982 15.42468 5.35900
H 11.60300 12.62150 5.46649
H 10.76197 14.11394 5.52291
H 10.27609 11.74246 7.31171
H 9.11399 12.63574 6.21529
H 7.99868 15.39918 8.72405
H 7.47371 14.57617 7.17338
H 8.54558 16.75704 6.59948
H 9.62697 15.49232 6.08708
C 14.81772 8.29664 11.33507
O 14.58828 9.69142 11.19138
C 15.52657 10.55552 11.67334
C 16.86010 10.20506 11.93403
C 17.66436 11.11989 12.53596
C 17.16036 12.36693 12.94563
C 15.82698 12.69133 12.64277
C 14.99553 11.82226 12.00935
N 13.64227 12.08788 11.61069
C 13.15097 13.22934 11.01348
N 14.02152 14.22047 10.72964
C 13.83653 15.60153 10.40761
C 12.58659 16.18940 10.28815
C 12.64461 17.51954 9.83691
C 13.85214 18.14916 9.56387
C 15.08209 17.53758 9.74705
C 15.08740 16.25262 10.22974
O 16.21285 15.56017 10.58834
C 17.50005 16.07352 10.23816
N 11.86590 13.32371 10.75845
C 11.17235 12.08495 10.82010
C 10.23230 11.75912 11.77706
C 9.44093 10.61474 11.80424
C 9.68331 9.72839 10.77787
C 10.68026 9.94571 9.84224
C 11.40890 11.12968 9.81388
O 12.39760 11.45767 8.91169
C 12.75244 10.44356 7.99896
H 13.90939 7.77589 10.98488
H 14.94039 8.10029 12.40075
H 15.69804 7.94135 10.71188
H 17.24904 9.17710 11.72996
H 18.73621 10.94908 12.60888
H 17.80234 13.00631 13.46941
H 15.43701 13.63284 13.00865
H 13.09044 11.26398 11.47894
H 14.98959 13.90144 10.67018
H 11.71598 18.05762 9.60506
H 13.81301 19.16885 9.20773
H 15.97767 18.13870 9.62505
H 18.13671 15.24444 9.86189
H 17.97976 16.57642 11.07970
H 17.40140 16.80442 9.45352
H 10.13524 12.46940 12.56517
H 8.73895 10.41344 12.60309
H 9.17080 8.79309 10.71887
H 10.75539 9.19350 9.04553
H 13.57528 10.79968 7.39013
H 11.93873 10.15671 7.40416
H 13.06062 9.50752 8.48444
N 6.56958 14.06542 12.14932
C 7.31588 13.93854 11.06042
N 8.57771 14.26852 11.38941
C 8.50893 14.53465 12.70512
N 7.29908 14.42818 13.21485
C 9.73210 14.79248 13.46400
C 9.73636 14.90505 14.86259
N 10.86778 15.00874 15.61018
C 12.00796 14.99067 14.86365
C 12.02099 14.88793 13.50619
N 10.87192 14.81392 12.81542
H 5.60147 14.10837 12.21896
H 6.88192 13.63739 10.12652
H 8.81283 14.91570 15.41150
H 12.88863 15.05980 15.46544
H 12.98543 14.71893 13.05512
O 13.17684 21.67340 14.90642
C 11.84550 21.59325 14.67940
O 11.09179 22.44692 15.09122
C 11.44120 20.38304 13.86290
C 10.08036 20.29515 13.51941
C 9.62501 19.24670 12.67620
C 10.48896 18.24257 12.25776
S 9.63500 17.07124 11.33477
C 11.81201 18.29700 12.70641
C 12.24688 19.29203 13.55655
H 13.52433 20.85163 14.51168
H 9.38889 21.04789 13.76978
H 8.60013 19.18964 12.38409
H 12.44027 17.46681 12.40457
H 13.32761 19.22473 13.74758
*
```

Summary:
ΔE to the lowest compared entry with this formula, charge and spin: 36.1 kcal per mole
E_LUMO (spin up / spin down): -0.107 / -0.107 hartree

Results of the Mulliken charge analysis, in e, for atoms 1 through 2: atom 1 (Ti): -0.72, atom 2 (C): -0.84


[2]
# C44H110N4O13

A 13-piece molecular cluster, C44H110N4O13 overall in a non-equilibrium geometry (ωB97M-V with the def2-TZVPD basis set, the Open Molecules 2025 dataset).

```
! wB97M-V def2-TZVPD RIJCOSX def2/J DEFGRID3
* xyz 0 1
C -4.08679 -1.68735 0.87136
C -4.30164 -2.67413 1.98725
O -4.85471 -3.87247 1.46211
H -3.41249 -2.09775 0.10043
H -3.43257 -0.88482 1.22610
H -4.91384 -1.38407 0.24339
H -4.90989 -2.19040 2.75917
H -3.33057 -2.97004 2.40025
H -4.78821 -4.60901 2.07062
C 5.40397 0.33210 -1.73732
C 5.55194 0.67660 -0.27104
O 5.37008 -0.52262 0.45277
H 5.12802 1.11845 -2.42905
H 4.61650 -0.42423 -1.85546
H 6.25507 -0.30388 -2.00209
H 4.72281 1.36332 -0.00615
H 6.46898 1.23699 -0.05888
H 5.55150 -0.38239 1.39162
C 3.71460 -3.06072 3.39384
C 4.88112 -3.53294 4.26884
O 4.52753 -4.52659 5.23507
H 2.95797 -2.68098 4.09062
H 3.26823 -3.87594 2.83143
H 4.12565 -2.25982 2.78478
H 5.40947 -2.68202 4.70103
H 5.53619 -4.04451 3.54730
H 4.75540 -4.18117 6.10050
C -0.13622 -7.38580 2.04464
C 0.74824 -6.35004 1.25181
O 2.03779 -6.97510 1.04724
H -0.03222 -8.33794 1.54153
H -1.18836 -7.09887 1.95162
H 0.22731 -7.33725 3.06910
H 0.80867 -5.38686 1.75689
H 0.24176 -6.25453 0.29240
H 2.27465 -7.37360 1.88953
O 1.13221 -3.33066 -5.73852
H 1.06777 -2.74909 -4.97139
H 2.01598 -3.16783 -6.08988
O 4.86199 -3.14438 -2.99952
H 3.97278 -2.99073 -2.64228
H 5.45880 -2.89359 -2.28368
O 4.16529 0.42866 3.09656
H 4.48851 0.84218 3.90718
H 3.78978 1.16669 2.58414
O -0.08595 4.43301 1.60304
H 0.81116 4.09842 1.44288
H 0.04455 5.23774 2.11943
O 2.75474 3.06777 1.76106
H 2.98364 3.67604 2.48003
H 3.48777 3.14596 1.12961
C -5.82045 -0.38343 -4.41932
C -5.58682 -1.58942 -3.48118
C -6.21161 -2.86430 -4.07206
C -5.47836 -3.38919 -5.29149
C -4.03876 -3.68977 -4.88466
C -3.31179 -2.47265 -4.25703
N -4.17189 -1.87426 -3.21771
O -3.49586 -0.83321 -2.53028
C -2.11062 -3.08275 -3.56669
C -2.84331 -1.50345 -5.34940
C -6.23006 -1.28598 -2.14161
H -5.76540 0.53402 -3.82586
H -6.81062 -0.40712 -4.88130
H -5.13606 -0.26605 -5.25855
H -6.30716 -3.56101 -3.23910
H -7.21702 -2.53591 -4.35470
H -5.52801 -2.65593 -6.09344
H -5.93030 -4.34926 -5.54421
H -3.48685 -3.86665 -5.81145
H -3.97101 -4.52068 -4.18852
H -1.27826 -2.37429 -3.46081
H -2.28902 -3.62105 -2.64424
H -1.57949 -3.72744 -4.28608
H -3.56637 -1.22447 -6.10884
H -2.38132 -0.63449 -4.87642
H -2.05698 -2.05705 -5.87410
H -6.29437 -2.20003 -1.54142
H -7.21151 -0.81627 -2.20438
H -5.61119 -0.66056 -1.49957
H -3.44420 -0.11728 -3.19311
C -1.95004 -1.69635 7.88403
C -1.27738 -1.33834 6.57207
C -2.31897 -1.26734 5.44601
C -1.97239 -0.46813 4.18077
C -1.54492 0.92491 4.61892
C -0.40541 0.91381 5.62518
N -0.75091 0.01797 6.75019
O -0.00976 0.23501 7.91591
C 0.91804 0.47344 5.01536
C -0.25807 2.31563 6.22712
C -0.20555 -2.37405 6.19258
H -1.23648 -1.94421 8.67332
H -2.64821 -2.52317 7.72861
H -2.54585 -0.90490 8.35282
H -2.63734 -2.25328 5.09615
H -3.15451 -0.75941 5.94403
H -2.95268 -0.36567 3.71398
H -1.23339 -0.99227 3.57623
H -2.41632 1.51537 4.91434
H -1.13745 1.57758 3.83140
H 1.17417 1.09651 4.15198
H 1.72139 0.47657 5.74931
H 0.82546 -0.54442 4.63393
H 0.70951 2.45660 6.70600
H -0.22406 2.99280 5.35912
H -1.07716 2.64929 6.85759
H -0.10096 -2.47639 5.11175
H -0.44905 -3.36524 6.58698
H 0.77004 -2.11638 6.61026
H -0.65611 0.45279 8.59994
C -0.31048 0.20045 -1.93643
C 1.18943 0.12409 -1.59954
C 1.45608 0.77562 -0.25084
C 1.02903 0.07323 1.01002
C 1.59116 -1.30870 1.01374
C 1.35706 -2.10294 -0.29425
N 1.66981 -1.28828 -1.48079
O 1.46404 -2.02858 -2.65952
C 2.36682 -3.26404 -0.13247
C -0.06661 -2.70997 -0.29765
C 1.97574 0.85490 -2.66769
H -0.54214 0.98991 -2.65531
H -0.97303 0.43544 -1.09243
H -0.74669 -0.74200 -2.26965
H 2.55201 0.85355 -0.15726
H 1.07010 1.80055 -0.25535
H -0.06908 -0.03678 1.05159
H 1.38563 0.64909 1.86429
H 1.21301 -1.88797 1.86120
H 2.67398 -1.23583 1.18686
H 2.12762 -3.69448 0.83802
H 2.20710 -4.05710 -0.86472
H 3.35417 -2.81459 -0.19453
H -0.91229 -2.04359 -0.47818
H -0.02215 -3.69666 -0.75316
H -0.32056 -2.89872 0.76118
H 1.63733 1.86536 -2.90429
H 2.03111 0.34291 -3.63409
H 3.03823 0.95691 -2.43929
H 0.48927 -2.04553 -2.74570
C 1.71425 7.25328 -5.44036
C 0.84008 6.97905 -4.19905
C 0.68987 5.44003 -4.21300
C 0.47728 4.80994 -2.83369
C 1.57990 5.26013 -1.89205
C 1.55837 6.77893 -1.72474
N 1.65943 7.38924 -3.03299
O 1.71639 8.79256 -2.97840
C 0.39754 7.29673 -0.86130
C 2.87876 7.08698 -0.97454
C -0.55056 7.57970 -4.33058
H 1.41098 6.67667 -6.31483
H 2.78747 7.12718 -5.31932
H 1.57842 8.31667 -5.68365
H -0.21847 5.12337 -4.73487
H 1.51612 4.91383 -4.69137
H 0.35754 3.72650 -2.89346
H -0.44147 5.14431 -2.32898
H 2.53941 4.89752 -2.27947
H 1.49524 4.77813 -0.91262
H -0.48082 7.32012 -1.51319
H 0.36038 6.76393 0.08162
H 0.57576 8.35547 -0.64677
H 2.92810 8.17287 -0.84296
H 2.96552 6.64916 0.01718
H 3.69010 6.84288 -1.65959
H -1.35238 6.93509 -3.98556
H -0.75500 7.94099 -5.34361
H -0.59604 8.56073 -3.83396
H 0.82622 9.14309 -2.78790
*
```

Summary:
E_LUMO: -0.014 hartree

Results of the Mulliken charge analysis, in e, for atoms 1 through 2: atom 1 (C): -0.41, atom 2 (C): -0.11


[3]
# C18H22F3N6S2V

C18H22F3N6S2V as an isolated structure (ωB97M-V with the def2-TZVPD basis set, the Open Molecules 2025 dataset).

```
! wB97M-V def2-TZVPD RIJCOSX def2/J DEFGRID3
* xyz -1 2
V 0.35254 -0.08714 -0.33261
C 1.92629 3.47434 -0.74196
C 1.54040 2.08295 -1.12230
N 0.15775 1.69893 -1.13938
N -0.64878 2.59155 -0.44667
C -1.82927 3.02424 -0.87357
N -2.56170 3.68830 0.09762
S -2.44362 2.87866 -2.42550
C 2.41868 1.10338 -1.50670
C 3.84678 1.24707 -1.71160
C 4.56373 0.24805 -2.27156
C 3.94127 -0.98879 -2.62634
C 2.62571 -1.13602 -2.29373
N 1.86840 -0.17886 -1.73523
H 1.68503 3.72168 0.29795
H 1.41918 4.21474 -1.36939
H 2.99891 3.61866 -0.85682
H -0.48298 2.62895 0.55681
H -2.45720 3.35839 1.04720
H -3.51509 3.83420 -0.19079
H 4.32888 2.17657 -1.43961
H 5.62623 0.38277 -2.44172
H 4.49944 -1.80108 -3.06703
H 2.11477 -2.08179 -2.43937
F -1.43746 -5.15628 0.76049
C -1.65829 -4.95824 -0.55516
F -0.59830 -5.45999 -1.21666
F -2.71301 -5.75379 -0.87966
C -1.93304 -3.52472 -0.88693
C -3.14981 -3.16821 -1.42894
C -3.43019 -1.84081 -1.74119
C -2.45644 -0.90334 -1.46923
N -1.28721 -1.25104 -0.93378
C -0.94964 -2.53052 -0.64413
S 0.61479 -2.73136 0.00326
H -3.89053 -3.93412 -1.61425
H -4.37316 -1.54886 -2.17822
H -2.57903 0.15430 -1.68144
C -0.86296 1.47154 3.13922
C -0.10000 0.21348 2.70403
C 1.27617 0.18290 3.37677
C -0.90155 -1.03304 3.09408
N 0.05707 0.21817 1.28164
H -1.06804 1.45707 4.21322
H -1.81456 1.52899 2.60583
H -0.27577 2.36843 2.92264
H 1.18372 0.19113 4.46671
H 1.86422 1.04948 3.06847
H 1.81474 -0.71663 3.07671
H -1.02817 -1.09131 4.17883
H -0.39022 -1.92893 2.74193
H -1.88866 -1.00408 2.62808
*
```

Summary:
ΔE to the lowest compared entry with this formula, charge and spin: 19.2 kcal per mole
E_LUMO (spin up / spin down): 0.099 / 0.099 hartree

Results of the Mulliken charge analysis, in e, for atoms 1 through 2: atom 1 (V): 0.12, atom 2 (C): -1.36


[4]
# CH3ClOS

One molecule with the formula CH3ClOS in a non-equilibrium geometry (ωB97M-V with the def2-TZVPD basis set, the Open Molecules 2025 dataset).

```
! wB97M-V def2-TZVPD RIJCOSX def2/J DEFGRID3
* xyz 0 1
C 0.46099 0.00407 0.77450
O -0.63303 0.68690 0.16646
S -1.59004 -0.08153 -0.94712
Cl -0.51497 -0.00584 -2.71283
H 0.67078 -0.75574 0.05881
H 0.32361 -0.47022 1.82987
H 1.28266 0.62237 0.83031
*
```

Summary:
ΔE to the lowest compared entry with this formula, charge and spin: 13.9 kcal per mole
E_LUMO: 0.003 hartree
SMILES string: COSCl

Results of the Mulliken charge analysis, in e, for atoms 1 through 2: atom 1 (C): -0.49, atom 2 (O): -0.30